1.
Formula: C21H13AsF12I2N4OS2SbTi
Source: OMol25
Level of theory: ωB97M-V/def2-TZVPD

Output
HOMO-LUMO gap, eV: 5.152
Net charge: +1
HOMO energy, eV: -11.63

Structure (XYZ):
```
58
Properties=species:S:1:pos:R:3:forces:R:3
Ti -0.654 -0.139 0.609 -0.01 0.31 -0.20
I -5.702 -4.401 -3.039 0.03 0.02 0.04
C -4.546 -3.234 -1.758 -0.04 -0.05 -0.04
C -4.333 -3.650 -0.451 -0.01 -0.02 -0.01
C -3.554 -2.878 0.398 0.12 0.06 0.08
I -3.133 -3.485 2.340 -0.04 -0.02 -0.03
C -3.011 -1.690 -0.073 -0.01 -0.14 -0.04
O -2.220 -0.928 0.731 0.12 0.27 -0.07
C -3.212 -1.272 -1.385 0.04 0.10 0.01
C -2.598 0.027 -1.825 -0.06 -0.06 0.02
N -1.130 0.064 -1.544 0.08 0.04 -0.01
C -0.373 -0.871 -2.395 0.01 -0.07 0.02
C -0.024 -2.109 -1.626 -0.01 0.03 -0.01
C 0.256 -3.312 -2.245 -0.01 0.00 -0.01
C 0.630 -4.395 -1.468 0.01 0.00 0.05
C 0.714 -4.241 -0.092 0.00 -0.03 -0.04
C 0.415 -3.016 0.463 -0.01 -0.01 -0.01
N 0.055 -1.964 -0.294 -0.17 -0.12 0.04
C -3.986 -2.053 -2.228 0.00 -0.01 -0.02
H -4.762 -4.576 -0.094 0.00 0.00 0.00
H -3.052 0.863 -1.295 0.01 0.01 0.01
H -2.759 0.172 -2.895 0.01 0.01 0.00
H -0.788 1.004 -1.749 -0.03 -0.01 -0.04
H 0.548 -0.376 -2.715 0.00 0.01 0.03
H -0.942 -1.128 -3.291 0.00 0.01 -0.01
H 0.176 -3.394 -3.321 0.00 0.01 0.01
H 0.851 -5.348 -1.930 0.00 0.00 0.00
H 0.999 -5.061 0.551 0.00 0.01 0.01
H 0.459 -2.855 1.529 -0.01 0.03 0.01
H -4.158 -1.739 -3.249 0.01 0.01 0.00
S 2.024 0.234 -0.226 0.11 -0.03 -0.04
C 2.708 1.702 -0.491 -0.01 -0.19 0.08
C 4.082 1.875 -0.095 0.08 0.07 0.00
C 4.597 3.113 0.069 -0.02 -0.03 0.00
C 5.942 3.266 0.544 -0.02 0.03 0.01
N 7.019 3.389 0.920 0.00 -0.02 -0.01
C 3.792 4.309 -0.189 0.02 -0.01 0.00
C 2.556 4.191 -0.708 0.08 0.04 0.00
C 2.027 2.888 -1.061 -0.16 0.15 -0.04
S 0.866 2.790 -2.191 0.04 -0.04 0.01
C 4.351 5.603 0.074 0.01 -0.03 0.02
N 4.799 6.639 0.283 -0.01 0.00 -0.01
H 4.660 0.999 0.163 -0.01 0.00 0.01
H 1.970 5.064 -0.960 -0.02 -0.01 0.00
F -0.333 1.852 0.392 -0.33 -0.15 -0.06
As -1.571 2.829 1.520 0.09 0.01 0.03
F -1.441 1.232 2.312 -0.11 -0.10 -0.04
F -0.208 3.357 2.372 0.07 -0.09 0.01
F -2.700 3.449 2.592 -0.04 0.01 0.00
F -1.439 4.117 0.423 -0.03 0.01 -0.02
F -2.751 2.083 0.499 -0.02 -0.01 0.02
F 0.258 -0.731 2.013 0.21 0.03 0.34
Sb 1.401 0.271 4.335 0.02 0.06 -0.38
F 2.415 -1.172 3.729 0.03 -0.05 0.02
F 0.069 -0.908 4.844 -0.03 -0.15 0.07
F 0.233 1.664 4.701 0.00 0.03 0.03
F 2.584 0.685 5.682 -0.02 -0.01 0.09
F 1.925 1.193 2.795 0.06 0.09 0.04
```
Forces are in eV/Å.

---

2.
Formula: C21H13BrN2O9STi
Source: OMol25
Level of theory: ωB97M-V/def2-TZVPD

Output
HOMO-LUMO gap (spin up / spin down), eV: 6.232 / 7.032
2S+1: 2
Net charge: +1
HOMO energy (spin up / spin down), eV: -10.42 / -11.55

Structure (XYZ):
```
48
Properties=species:S:1:pos:R:3:forces:R:3
Ti 0.260 -0.128 0.622 -0.21 -0.19 -0.44
O 2.105 2.055 -2.433 0.29 0.03 -0.19
C 1.736 1.277 -1.455 -0.84 0.18 0.09
O 0.567 1.186 -1.066 0.80 -0.06 -0.37
C 2.771 0.508 -0.736 0.40 -0.01 -0.07
C 4.106 0.350 -1.047 -0.39 -0.08 0.29
C 4.910 -0.398 -0.165 -0.26 0.09 0.00
C 4.376 -0.866 1.019 -0.40 0.06 0.04
C 3.017 -0.649 1.294 0.11 0.40 -0.83
N 2.213 -0.027 0.373 1.65 0.01 0.42
C 2.214 -0.938 2.456 -0.34 -0.14 0.45
O 2.667 -1.428 3.599 -0.33 0.18 -0.36
O 0.988 -0.665 2.343 1.57 -0.70 1.25
H 1.367 2.597 -2.770 0.05 -0.28 0.21
H 4.518 0.785 -1.944 -0.02 0.06 -0.07
H 5.945 -0.587 -0.404 0.07 0.03 0.00
H 4.996 -1.412 1.713 0.07 -0.02 0.09
H 3.629 -1.543 3.630 -0.16 0.08 -0.17
O -1.686 0.425 0.118 -0.35 0.16 0.07
C -1.453 1.485 0.743 -1.25 0.39 -0.34
N -0.365 1.525 1.508 -0.17 1.37 0.68
S 0.154 3.110 1.635 0.76 0.11 -0.34
O 1.128 3.213 0.577 -0.14 0.69 0.15
O 0.566 3.462 2.948 -0.39 -0.05 0.25
C -1.432 3.808 1.158 0.10 -0.81 0.03
C -1.935 5.086 1.239 0.17 0.07 0.05
C -3.239 5.296 0.790 0.20 -0.11 -0.01
C -3.996 4.254 0.272 0.00 -0.10 -0.02
C -3.482 2.965 0.195 0.36 -0.02 0.07
C -2.191 2.753 0.658 -0.39 0.34 -0.13
H -1.338 5.886 1.647 0.01 0.15 0.03
H -3.666 6.287 0.841 0.00 0.06 0.03
H -5.003 4.445 -0.067 -0.07 0.02 -0.02
H -4.057 2.138 -0.193 -0.10 -0.04 -0.03
Br -3.125 -6.914 -3.032 0.07 0.14 0.08
C -2.278 -5.451 -2.187 -0.01 -0.01 0.01
C -2.600 -5.145 -0.869 -0.04 -0.16 -0.14
C -1.974 -4.082 -0.252 0.28 0.26 -0.11
C -1.032 -3.323 -0.953 -0.21 -0.26 -0.10
C -0.722 -3.641 -2.279 0.03 0.19 0.31
C -1.344 -4.706 -2.897 -0.10 -0.17 0.00
C -0.414 -2.168 -0.304 0.06 -0.75 -0.70
O 0.407 -1.402 -0.910 -0.32 -0.50 -0.84
O -0.664 -1.846 0.894 -0.52 -0.66 0.61
H -3.331 -5.741 -0.346 -0.03 -0.01 0.06
H -2.202 -3.819 0.770 -0.06 -0.01 0.07
H 0.004 -3.045 -2.812 0.02 0.03 -0.03
H -1.117 -4.969 -3.918 0.04 0.02 -0.06
```
Forces are in eV/Å.

---

3.
Formula: C21H14BrLiN6O7S
Source: OMol25
Level of theory: ωB97M-V/def2-TZVPD

Output
HOMO-LUMO gap, eV: 7.480
Net charge: 0
HOMO energy, eV: -8.58

Structure (XYZ):
```
51
Properties=species:S:1:pos:R:3:forces:R:3
Li 1.208 -0.190 -0.064 0.11 -0.11 0.02
O 0.913 6.795 -0.718 0.04 -0.04 0.02
C 0.637 5.480 -0.949 -0.06 0.01 -0.04
O -0.449 5.148 -1.316 0.03 0.02 0.01
C 1.771 4.552 -0.751 -0.09 0.05 0.08
C 3.103 4.765 -1.026 0.04 0.01 -0.05
N 3.734 3.609 -0.765 -0.06 -0.06 0.05
N 2.894 2.649 -0.333 -0.12 0.05 -0.03
C 1.694 3.207 -0.322 0.22 -0.05 0.05
C 0.520 2.415 0.231 0.16 0.09 -0.07
O -0.047 2.874 1.214 -0.03 0.03 0.01
O 0.321 1.313 -0.365 -0.19 -0.12 -0.05
H 1.760 6.865 -0.262 -0.01 0.01 0.00
H 3.624 5.620 -1.425 0.01 0.01 0.00
H 4.708 3.387 -0.866 0.04 0.05 -0.03
Br -0.392 -0.163 2.934 -0.06 -0.02 0.04
C 1.389 0.434 2.878 0.03 -0.05 -0.13
C 1.917 1.135 3.954 0.01 0.03 0.04
C 3.240 1.528 3.884 -0.01 0.00 -0.01
C 3.985 1.220 2.755 -0.08 0.00 -0.06
C 3.351 0.534 1.738 0.10 -0.06 0.05
N 2.078 0.133 1.794 0.03 0.03 0.12
C 4.108 0.208 0.488 -0.09 0.40 -0.25
O 5.257 0.480 0.302 0.09 -0.21 0.09
O 3.338 -0.410 -0.464 -0.10 -0.29 0.24
H 1.299 1.360 4.809 -0.01 0.01 0.00
H 3.687 2.076 4.702 -0.01 0.00 0.01
H 5.017 1.515 2.645 0.02 -0.02 -0.02
O 3.455 -2.061 -1.898 -0.07 -0.08 -0.11
N 4.071 -1.635 -1.049 0.09 0.25 0.04
S -3.217 -4.873 -1.110 0.04 -0.07 0.04
C -1.993 -3.634 -0.832 -0.15 0.07 -0.10
C -0.837 -4.017 -0.162 0.10 0.03 0.04
C 0.167 -3.080 0.009 -0.03 -0.14 -0.01
N 0.082 -1.827 -0.427 0.00 0.13 -0.02
C -1.041 -1.460 -1.055 0.04 0.03 0.03
C -2.093 -2.325 -1.291 0.01 -0.05 0.02
C -4.715 -3.945 -1.302 0.08 0.00 0.03
C -5.135 -3.010 -0.363 -0.04 -0.02 -0.06
C -6.355 -2.388 -0.566 -0.05 0.05 0.02
N -7.161 -2.648 -1.595 0.03 -0.01 0.02
C -6.748 -3.553 -2.473 -0.05 -0.01 -0.06
C -5.535 -4.223 -2.383 -0.04 0.05 0.02
H -0.729 -5.018 0.230 0.02 0.00 0.01
H 1.074 -3.347 0.540 0.01 -0.01 -0.01
H -1.086 -0.420 -1.359 -0.02 0.00 -0.02
H -2.969 -1.975 -1.817 -0.01 0.01 0.00
H -4.535 -2.770 0.503 0.03 -0.01 0.01
H -6.711 -1.646 0.140 0.02 0.00 0.01
H -7.416 -3.751 -3.304 0.01 -0.01 -0.01
H -5.238 -4.936 -3.139 0.00 -0.01 0.00
```
Forces are in eV/Å.

---

4.
Formula: C21H14N6O3
Source: OMol25
Level of theory: ωB97M-V/def2-TZVPD

Output
HOMO-LUMO gap, eV: 7.034
Net charge: 0
HOMO energy, eV: -8.23

Structure (XYZ):
```
44
Properties=species:S:1:pos:R:3:forces:R:3
O -3.821 -2.393 3.180 0.92 -0.24 -1.42
C -2.838 -2.190 2.441 -2.32 0.36 2.05
N -1.770 -1.563 3.053 1.77 0.20 -1.29
C -0.607 -1.244 2.316 -1.76 -0.78 -0.92
C -0.577 -1.502 0.983 1.00 0.72 -0.21
C -1.676 -2.139 0.245 0.83 0.78 0.26
C -1.615 -2.395 -1.144 -1.53 -1.76 -0.16
C -0.410 -2.119 -2.010 -0.42 0.24 -0.01
C -0.538 -0.792 -2.669 0.29 1.01 -0.01
N -1.322 -0.534 -3.674 -0.79 -0.94 -0.60
N -1.212 0.754 -4.093 -0.16 -0.62 -0.55
C -0.311 1.283 -3.345 1.05 0.78 1.06
C 0.320 2.562 -3.344 0.40 -0.09 0.99
C 1.135 2.874 -2.302 0.21 0.30 -0.08
C 1.394 1.910 -1.232 -1.17 0.20 -1.33
C 2.105 2.334 -0.010 0.51 0.57 1.01
C 2.265 3.685 0.353 0.67 -0.68 0.63
C 2.920 4.000 1.579 -1.25 0.90 -1.65
C 3.292 3.050 2.470 0.58 -1.56 1.26
C 3.087 1.682 2.166 -0.68 2.34 -2.09
N 3.330 0.680 3.161 0.53 -1.74 0.20
O 3.486 -0.490 2.795 -0.29 1.17 0.17
O 3.364 1.045 4.319 0.01 0.02 -0.09
C 2.563 1.376 0.900 0.15 -1.37 0.96
N 0.897 0.701 -1.293 0.19 -0.29 -0.05
N 0.123 0.377 -2.373 0.67 1.01 0.36
C -2.703 -3.106 -1.725 0.47 0.49 0.78
C -3.845 -3.493 -0.989 1.91 1.30 0.74
C -3.891 -3.158 0.360 -0.40 0.21 0.33
C -2.814 -2.471 0.982 -0.34 -0.83 -0.10
H -1.874 -1.309 4.040 -0.04 -0.36 -0.72
H 0.226 -0.799 2.812 0.21 0.25 0.44
H 0.311 -1.113 0.431 -0.84 -0.61 0.52
H 0.508 -2.194 -1.452 0.36 0.10 0.22
H -0.360 -2.853 -2.816 -0.07 -0.01 0.09
H 0.186 3.277 -4.130 -0.37 0.07 -0.35
H 1.598 3.879 -2.292 -0.20 -0.90 0.10
H 1.917 4.484 -0.295 0.04 -0.09 0.21
H 3.015 5.048 1.850 0.16 -0.15 -0.11
H 3.765 3.326 3.420 -0.35 -0.16 -0.40
H 2.459 0.317 0.654 -0.06 0.34 0.03
H -2.666 -3.383 -2.773 0.16 0.16 0.01
H -4.625 -4.006 -1.487 -0.71 -0.43 -0.21
H -4.794 -3.395 0.939 0.64 0.11 -0.07
```
Forces are in eV/Å.

---

Energy relative to the best compared isomer or geometry (same formula, charge and spin) for the records above, in order: 46.2, 23.5, 29.1, 98.4 kcal per mole